DFT (ωB97M-V/def2-TZVPD) results for a cluster of 2 separate species, C5H15N3 in total.

CARTESIAN COORDINATES (ANGSTROEM)
C -1.609 1.059 -0.023
C -1.654 -0.440 -0.033
N -0.588 -1.057 -0.714
C -2.673 -1.119 0.498
N -2.758 -2.532 0.562
H -0.768 1.410 0.576
H -1.476 1.433 -1.038
H -2.525 1.472 0.388
H -0.383 -1.981 -0.357
H 0.253 -0.486 -0.719
H -3.478 -0.597 0.990
H -2.290 -2.970 -0.222
H -3.718 -2.848 0.601
C 2.448 0.204 0.963
N 2.100 0.335 -0.439
C 2.203 1.701 -0.917
H 1.734 0.778 1.555
H 3.459 0.566 1.197
H 2.374 -0.843 1.252
H 2.708 -0.261 -0.995
H 3.207 2.131 -0.790
H 1.939 1.728 -1.972
H 1.495 2.319 -0.364

The structure (SMILES) is C/C(N)=C/N.CNC. Its energy relative to the best compared isomer or geometry (same formula, charge and spin) is 112.5 kJ/mol. As for the LUMO energy: 0.98 eV. The electronic energy comes out at -9897.986 eV. The HOMO-LUMO gap comes out at 7.8167 eV.